46
Properties=species:S:1:pos:R:3:mulliken_charge:R:1 method="wB97M-V/def2-TZVPD" total_energy_ev=-97627.869 e_homo_ev=-8.236 e_above_lowest_ev=0.025
O 5.3947 -0.7067 0.2939 -0.652
Br 1.5446 -2.7307 -1.1782 -0.162
N -4.7601 -1.1269 -0.1642 -0.698
O 3.5669 -1.8080 1.1299 -0.380
C 4.2421 -0.7444 0.6833 0.506
C -2.3643 -1.1220 0.6260 0.296
C -1.2909 -1.5794 -0.0077 0.588
C -3.4877 -1.5129 -0.2261 0.461
C 1.8319 -0.9398 2.6063 -0.496
C 0.4706 -0.5317 2.8681 -0.804
C 1.2097 -1.8259 0.4435 0.457
C 2.2042 -1.6355 1.3667 -0.036
C -0.0420 -1.3757 0.6964 0.848
C -0.4827 -0.6551 1.8154 -0.804
N -1.9288 -0.3352 1.6826 0.162
N 3.5820 0.4713 0.5111 0.175
C -5.4364 -0.2415 0.7894 -0.677
C -2.7516 0.3214 2.6241 -1.013
C 4.3977 4.6786 -0.3932 -1.002
C -1.4631 -2.4713 -1.2292 -1.089
C -2.9756 -2.3345 -1.4004 -0.520
C 4.0815 1.7311 0.1181 -0.814
C 4.8072 3.9641 0.9422 -0.495
C 3.9595 2.8323 1.2657 -0.725
H 2.5220 -0.8084 3.4105 0.499
H 0.1964 -0.1722 3.8071 0.456
H 2.6034 0.4949 0.7118 0.047
H -4.9900 0.7834 0.8036 0.211
H -5.3740 -0.7567 1.7833 0.227
H -6.5143 -0.1860 0.5962 0.251
H -3.5530 -0.3004 2.9754 0.366
H -2.1550 0.6077 3.4852 0.310
H -3.2823 1.2288 2.2842 0.239
H 5.1052 4.6327 -1.2706 0.242
H 3.4848 4.1876 -0.6668 0.296
H 4.1791 5.7825 -0.2188 0.293
H -1.2000 -3.5351 -0.9945 0.421
H -0.9471 -2.2146 -2.2123 0.304
H -3.1896 -1.8596 -2.3587 0.262
H -3.3314 -3.3688 -1.3264 0.251
H 5.1316 1.7018 -0.1739 0.439
H 3.5009 2.0065 -0.7685 0.324
H 4.7161 4.7100 1.7509 0.344
H 5.8776 3.7598 1.0053 0.383
H 2.9136 3.1109 1.5250 0.288
H 4.2836 2.3386 2.1195 0.424

50
Properties=species:S:1:pos:R:3:mulliken_charge:R:1 method="wB97M-V/def2-TZVPD" total_energy_ev=-49641.933 e_homo_ev=-9.112 e_above_lowest_ev=0.112
C 0.9403 -1.7268 -0.9601 -1.046
N 1.2462 -1.5437 0.4553 0.227
C 0.1751 -0.9725 1.2662 -1.084
C 0.1506 0.5506 1.2040 -0.293
C -0.9456 1.1564 2.0747 -0.837
C -2.3671 0.9202 1.5673 -0.852
N -2.6165 1.5340 0.2721 -0.084
C -2.5283 0.8371 -0.8842 0.460
O -2.2507 -0.3457 -0.9514 -0.600
C -2.8221 1.6341 -2.1084 0.433
C -3.5081 2.7826 -2.3080 -0.695
C -3.4614 3.0130 -3.7254 0.489
N -3.9757 3.9985 -4.4723 -0.617
C -3.7412 3.8967 -5.7546 0.238
Cl -4.3885 5.1539 -6.7698 -0.187
C -3.0171 2.8670 -6.3801 -0.303
C -2.4885 1.8515 -5.6111 -0.949
C -2.7337 1.9514 -4.2532 0.597
O -2.3424 1.1039 -3.2711 -0.445
C 2.4164 -2.0677 0.8807 0.109
O 3.1494 -2.6790 0.1124 -0.712
C 2.8345 -1.9722 2.3669 1.539
C 2.2090 -3.1701 3.0931 -1.759
O 2.3716 -0.7444 2.9256 -0.409
C 4.3666 -2.0168 2.4091 -1.163
C 4.9455 -2.2584 3.7737 0.331
F 6.2988 -2.1236 3.7335 -0.294
F 4.4895 -1.3125 4.6790 -0.310
H 1.8148 -1.5016 -1.5646 0.334
H 0.6467 -2.7590 -1.1683 0.328
H 0.1128 -1.0724 -1.2225 0.346
H -0.7612 -1.3816 0.8805 0.539
H 0.2811 -1.2853 2.3001 0.332
H 1.1213 0.9114 1.5438 0.392
H 0.0299 0.8755 0.1664 0.255
H -0.8744 0.7504 3.0888 0.384
H -0.7838 2.2346 2.1654 0.360
H -2.5747 -0.1426 1.4553 0.342
H -3.0891 1.3251 2.2780 0.383
H -2.7104 2.5341 0.2189 0.249
H -4.0139 3.3807 -1.5690 0.520
H -2.8871 2.8868 -7.4514 0.413
H -1.9250 1.0355 -6.0412 0.471
H 2.6211 -4.1045 2.7097 0.389
H 2.3974 -3.1073 4.1659 0.430
H 1.1299 -3.1877 2.9457 0.349
H 2.8581 -0.5998 3.7457 0.368
H 4.7173 -2.8066 1.7475 0.370
H 4.7604 -1.0697 2.0349 0.367
H 4.7219 -3.2335 4.2070 0.294

48
Properties=species:S:1:pos:R:3:mulliken_charge:R:1 method="wB97M-V/def2-TZVPD" total_energy_ev=-52994.311 e_homo_ev=-8.695 e_above_lowest_ev=0.213
O 3.1423 -2.7612 -0.1134 -0.723
C 2.7098 -1.7368 0.3887 0.304
N 3.0983 -1.2858 1.6123 -0.227
H 2.6299 -0.4639 1.9624 0.303
C 3.5217 -2.2390 2.6150 -0.810
H 4.3970 -1.8553 3.1447 0.363
H 3.8053 -3.1408 2.0693 0.413
C 2.3778 -2.5415 3.6156 -1.029
C 1.0518 -2.4339 2.9129 0.541
C 0.2537 -1.3102 3.0939 -0.294
C -0.8683 -1.0942 2.3141 -0.819
C -1.1994 -2.0158 1.3332 0.606
C -0.4492 -3.1717 1.1753 -0.969
C 0.6701 -3.3737 1.9623 -0.229
H 1.2701 -4.2593 1.8156 0.384
H -0.7279 -3.8931 0.4246 0.451
Cl -2.5134 -1.6649 0.2619 -0.136
H -1.4585 -0.1982 2.4263 0.492
H 0.5223 -0.5794 3.8444 0.390
H 2.5250 -3.5404 4.0266 0.376
H 2.4123 -1.8244 4.4373 0.322
C 1.6937 -0.9354 -0.3057 -0.595
C 0.8764 0.1085 0.0824 0.367
C -0.0962 0.2582 -0.9196 0.100
C 0.1505 -0.6923 -1.8860 -1.070
N 1.2304 -1.3948 -1.5063 0.100
H 1.6487 -2.1909 -1.9661 0.253
H -0.3948 -0.8875 -2.7864 0.522
S -1.4925 1.3433 -0.8710 1.206
O -2.5542 0.7763 -1.6466 -0.719
O -1.7462 1.6800 0.5043 -0.679
N -0.9107 2.6690 -1.7187 0.243
C -1.9344 3.4698 -2.3607 -0.626
C -1.2795 4.4366 -3.3418 -0.670
C -0.2823 5.3232 -2.6004 -0.723
C 0.7366 4.4474 -1.8762 -0.820
C 0.0195 3.4672 -0.9513 -0.224
H 0.7311 2.7816 -0.4879 0.098
H -0.5067 4.0111 -0.1524 0.294
H 1.3137 3.8805 -2.6086 0.303
H 1.4242 5.0604 -1.2918 0.367
H 0.2251 5.9896 -3.3002 0.323
H -0.8151 5.9390 -1.8722 0.317
H -0.7580 3.8637 -4.1098 0.294
H -2.0492 5.0420 -3.8220 0.350
H -2.6052 2.7752 -2.8667 0.422
H -2.5122 4.0327 -1.6113 0.326
H 0.9295 0.6990 0.9739 0.528

45
Properties=species:S:1:pos:R:3:mulliken_charge:R:1 method="wB97M-V/def2-TZVPD" charge=+1 total_energy_ev=-28807.433 e_homo_ev=-12.626 e_above_lowest_ev=2.672
F -3.2279 1.9682 -1.3997 -0.294
C -2.6095 1.8120 -0.1773 0.280
C -2.6987 2.8958 0.6964 -0.555
C -1.9854 2.8025 1.8946 -0.782
C -1.2678 1.6488 2.2259 -1.019
C -1.2502 0.5420 1.3906 0.509
C -0.4493 -0.6407 1.8926 -0.025
C -0.7525 -1.9383 1.0928 0.584
C 0.2431 -2.9137 1.1280 -0.475
C 0.1280 -4.0905 0.3915 -0.649
C -0.9471 -4.3017 -0.4774 -0.426
C -1.9503 -3.3230 -0.5374 -0.725
C -1.8889 -2.1875 0.2861 -0.338
C -1.8465 0.6665 0.1057 -0.738
H -3.2433 3.8147 0.4356 0.430
H -1.9511 3.6175 2.6097 0.411
H -0.6936 1.5675 3.1376 0.833
H 0.6564 -0.4066 1.8613 0.422
H 1.0884 -2.7584 1.7920 0.356
H 0.8882 -4.8536 0.5124 0.392
H -1.0265 -5.2321 -1.0683 0.383
H -2.7928 -3.4825 -1.2167 0.387
H -2.7755 -1.5439 0.2870 0.731
H -1.7502 -0.0427 -0.7282 0.789
C 1.3443 1.5599 8.2332 -1.467
C -0.1124 1.1091 8.2833 1.514
C -0.2028 -0.2204 9.0200 -1.532
C -0.9757 2.1551 8.9385 -1.700
O -0.6950 0.9578 6.8818 -0.374
C -0.1789 0.0800 5.9765 0.763
N -1.0535 0.0481 4.8759 -0.544
N -0.7273 -0.7475 3.7272 -0.246
O 0.8552 -0.5736 6.0716 -0.626
H 1.4080 2.5476 7.7441 0.375
H 1.7558 1.6713 9.2604 0.405
H 1.9607 0.8193 7.6877 0.331
H -1.2556 -0.5469 9.0404 0.380
H 0.4308 -0.9784 8.5210 0.349
H 0.1361 -0.1208 10.0707 0.423
H -2.0132 1.8445 8.9221 0.409
H -0.6924 2.3194 9.9758 0.412
H -0.8873 3.1009 8.4164 0.404
H -1.8043 0.7104 4.8407 0.363
H 0.1649 -1.1933 3.9941 0.465
H -1.3951 -1.4946 3.6587 0.413

51
Properties=species:S:1:pos:R:3:mulliken_charge:R:1 method="wB97M-V/def2-TZVPD" charge=+1 total_energy_ev=-95055.165 e_homo_ev="-11.645 / -11.766" e_above_lowest_ev=2.562
Ir 1.4831 -0.8501 0.0037 1.093
C 2.1650 -3.0393 2.9254 -0.150
C 0.9467 -2.2576 3.4090 -0.769
S 0.1453 -1.1117 2.2201 0.090
C -1.3010 -2.0178 1.5796 -0.611
C -0.9908 -3.2388 0.7560 -0.590
S 0.0809 -2.8642 -0.6768 0.000
C 1.1943 -4.3112 -0.6584 -0.802
C 2.3084 -4.3555 0.3853 -0.295
S 1.8125 -4.6364 2.1204 -0.150
H 2.7710 -3.2882 3.7960 0.472
H 2.7710 -2.4408 2.2492 -0.263
H 1.2615 -1.5890 4.2115 0.467
H 0.1638 -2.9102 3.7948 0.413
H -1.8295 -1.2663 0.9948 0.074
H -1.9160 -2.2921 2.4372 0.656
H -1.9143 -3.6621 0.3589 0.511
H -0.4730 -3.9849 1.3473 0.254
H 1.6609 -4.2853 -1.6438 0.449
H 0.5424 -5.1829 -0.6012 0.554
H 2.9108 -3.4535 0.3372 0.023
H 2.9502 -5.2016 0.1392 0.461
O -0.3624 0.2790 -0.3909 -0.393
S -1.3754 1.2932 0.1092 -0.107
C -0.5029 2.8606 0.2161 0.799
C 0.8375 2.9346 -0.1143 -0.214
C 1.4741 4.1652 -0.0223 -0.744
C 0.7707 5.2837 0.3977 -0.483
C -0.5752 5.1878 0.7320 -0.620
C -1.2214 3.9668 0.6478 -0.555
C -2.3616 1.6727 -1.3410 0.656
C -3.7259 1.8406 -1.1634 -0.205
C -4.5046 2.1870 -2.2578 -0.657
C -3.9136 2.3402 -3.5035 -0.450
C -2.5464 2.1449 -3.6658 -0.668
C -1.7567 1.8095 -2.5796 -0.497
H 1.3747 2.0581 -0.4524 0.455
H 2.5216 4.2451 -0.2795 0.464
H 1.2730 6.2396 0.4634 0.402
H -1.1172 6.0637 1.0612 0.400
H -2.2714 3.8725 0.9006 0.436
H -4.1687 1.7078 -0.1832 0.438
H -5.5708 2.3258 -2.1417 0.406
H -4.5203 2.6143 -4.3561 0.404
H -2.0955 2.2573 -4.6425 0.409
H -0.6900 1.6540 -2.6879 0.412
O 5.0548 -0.3909 -1.5961 -0.543
S 3.7556 -0.5515 -1.0569 1.006
O 2.7084 0.4088 -1.4668 -0.554
O 3.1470 -1.9122 -1.1272 -0.575
S 3.6192 -0.3186 1.0158 -0.313

Number 1: largest force on an atom 6.120 eV/A. Number 2: largest force on an atom 0.050 eV/A. Number 3: largest force on an atom 0.872 eV/A. Number 4: largest force on an atom 2.513 eV/A. Number 5: largest force on an atom 2.362 eV/A.